Formula: C4H5N3O
Source: the Open Molecules 2025 dataset
Level of theory: wB97M-V/def2-TZVPD

The highest occupied orbital energy is -8.9833 eV. The frontier orbital gap is 7.39 eV. The calculation puts the LUMO energy at -1.598 eV.

Each line ends with the Mulliken charge.
CARTESIAN COORDINATES (ANGSTROEM)
C -1.29066 0.24961 -0.18011  -0.1928
C 0.13631 0.16153 -0.46490  0.5168
C 2.12728 -0.50783 -0.09412  0.4208
C 2.10857 0.99923 0.19587  -0.0662
H -3.31624 -0.84966 1.09199  0.2671
H -1.79316 -1.66269 -0.37747  0.2272
H -2.04541 0.56548 -1.24981  0.2290
H -1.33365 1.03060 0.61906  0.2904
H 2.71203 1.80285 0.85702  0.3170
N -1.83269 -0.90643 0.27441  -0.6756
N 0.74352 -0.88697 -0.48970  -0.4290
N 0.83368 1.35862 -0.22263  -0.4631
O 2.95043 -1.35436 0.04040  -0.4416


Formula: C4H5N3O
Source: the Open Molecules 2025 dataset
Level of theory: wB97M-V/def2-TZVPD

The highest occupied orbital energy is -8.4944 eV. The frontier orbital gap is 8.71 eV. The calculation puts the LUMO energy at 0.220 eV.

Each line ends with the Mulliken charge.
CARTESIAN COORDINATES (ANGSTROEM)
C 0.16112 0.00533 -0.89181  0.5634
C -0.57201 1.07672 -1.27641  -0.4262
C -0.68959 1.37829 0.71954  0.1117
C 0.63509 -2.06663 1.30201  -0.2177
H 1.12538 -0.87683 -2.32406  0.3630
H -0.03774 1.44017 -2.25489  0.2020
H -0.54812 1.70926 1.87780  0.2558
H 0.80111 -2.61635 0.36043  0.1774
H 0.49544 -2.96955 2.02512  0.2244
N -1.00739 1.98321 -0.31534  -0.5000
N -0.03038 0.12341 0.48342  0.4941
N 0.13688 -0.88658 1.45929  -0.7408
O 0.90781 -0.94865 -1.27450  -0.5071


Formula: C4H5N3O
Source: the Open Molecules 2025 dataset
Level of theory: wB97M-V/def2-TZVPD

The highest occupied orbital energy (alpha / beta) is -8.2862 / -8.2851 eV. The frontier orbital gap (alpha / beta) is 4.36 / 4.36 eV. The calculation puts the LUMO energy (alpha / beta) at -3.923 / -3.923 eV.

Each line ends with the Mulliken charge.
CARTESIAN COORDINATES (ANGSTROEM)
C -1.33418 -2.25322 -1.18457  0.5354
C 0.06459 0.78295 -1.25689  -0.4245
C 0.21027 1.00122 0.98387  -0.4143
C 1.26960 -0.05291 0.45012  -0.3013
N -1.92846 -2.58977 -2.17918  -0.2819
N -0.90215 -1.85547 -0.11619  -0.3043
N -0.49773 1.38720 -0.20058  -0.0342
O 1.05966 0.04293 -0.93901  -0.1311
H -0.50079 0.55008 1.63243  0.2322
H 0.62737 1.88717 1.55029  0.3049
H 2.26996 0.07178 0.85328  0.3128
H 0.95226 -1.10358 0.67527  0.2530
H -1.29038 2.13161 -0.26883  0.2533


Formula: C4H5N3O
Source: the Open Molecules 2025 dataset
Level of theory: wB97M-V/def2-TZVPD

The highest occupied orbital energy is -9.7734 eV. Its SMILES is NC1=NC(=O)N2C[C@H]12. The frontier orbital gap is 10.39 eV. The calculation puts the LUMO energy at 0.614 eV.

Each line ends with the Mulliken charge.
CARTESIAN COORDINATES (ANGSTROEM)
N 1.62851 1.15603 0.86861  -0.4006
C 0.68570 0.55552 0.09956  0.6753
N 0.28548 1.08864 -1.00878  -0.6629
C -0.51913 0.11298 -1.63509  0.4716
O -1.04737 0.27263 -2.67588  -0.4892
N -0.60085 -1.14418 -0.82956  -0.3817
C -1.35793 -0.83287 0.35049  -0.2516
C 0.11257 -0.75474 0.45607  -0.2273
H 1.87071 0.69427 1.69035  0.1919
H 1.96832 2.07033 0.71430  0.2353
H -1.74662 -1.69192 0.88253  0.2433
H -1.98455 0.06400 0.30788  0.2454
H 0.70515 -1.59070 0.77953  0.3505


Formula: C4H5N3O
Source: the Open Molecules 2025 dataset
Level of theory: wB97M-V/def2-TZVPD

The highest occupied orbital energy is -8.8800 eV. Its SMILES is O=C1C=CNC=NN1. The frontier orbital gap is 9.05 eV. The calculation puts the LUMO energy at 0.168 eV.

Each line ends with the Mulliken charge.
CARTESIAN COORDINATES (ANGSTROEM)
O 2.84192 -0.29316 -0.18534  -0.5077
C 1.68213 -0.11839 -0.23559  0.4578
C 0.95735 1.19603 -0.02209  -0.1717
C -0.37686 1.38713 -0.06521  -0.0684
N -1.47686 0.36384 -0.57841  -0.3758
C -1.46711 -1.06058 0.08971  -0.0946
N -0.35718 -1.80442 0.07738  -0.4630
N 0.94708 -1.37067 -0.28312  -0.0923
H 1.26830 2.18677 0.62842  0.1595
H -0.77558 2.44015 0.56881  0.1540
H -2.33848 0.79744 -0.31582  0.3089
H -2.41939 -1.51156 0.10724  0.3641
H 1.51467 -2.21258 0.21401  0.3293


Formula: C4H5N3O
Source: the Open Molecules 2025 dataset
Level of theory: wB97M-V/def2-TZVPD

The highest occupied orbital energy is -8.9690 eV. Its SMILES is [H]/N=C/n1nccc1O. The frontier orbital gap is 9.41 eV. The calculation puts the LUMO energy at 0.444 eV.

Each line ends with the Mulliken charge.
CARTESIAN COORDINATES (ANGSTROEM)
H -3.28229 -1.08687 0.64511  0.2579
N -2.56587 -0.60087 0.09838  -0.5393
C -1.44586 -0.52145 0.67604  0.0755
N -0.39722 0.07464 -0.00070  0.5074
N -0.39919 0.24531 -1.33167  -0.8713
C 0.85490 0.58851 -1.69358  -0.2806
C 1.71040 0.47765 -0.55738  -0.4703
C 0.91787 0.18387 0.48196  0.5715
O 1.20539 -0.20904 1.75419  -0.5197
H -1.24373 -0.76888 1.74092  0.3008
H 1.24480 0.75395 -2.73363  0.3533
H 2.80074 0.63566 -0.44073  0.2877
H 2.14941 -0.26654 1.95055  0.3271


Formula: C4H5N3O
Source: the Open Molecules 2025 dataset
Level of theory: wB97M-V/def2-TZVPD

The highest occupied orbital energy is -9.2571 eV. The frontier orbital gap is 8.98 eV. The calculation puts the LUMO energy at -0.273 eV.

Each line ends with the Mulliken charge.
CARTESIAN COORDINATES (ANGSTROEM)
C 0.50636 2.14239 -0.07481  -0.6024
C 0.92913 -0.39128 0.20849  0.7605
C -2.29324 -1.53669 0.07649  -0.3242
C 2.15184 -1.30227 0.13878  0.1314
H 0.29976 2.78020 1.19881  0.2646
H 1.24189 2.96824 -0.90146  0.2596
H -0.55366 1.94712 -0.74918  0.3064
H -3.25836 -1.24270 0.07291  0.3432
H -1.82078 -2.54995 0.41306  0.2800
N -0.13635 -1.02236 -0.14041  -0.1266
N -1.40431 -0.53398 -0.19559  -0.5577
N 3.06230 -2.07186 -0.18614  -0.4421
O 1.27541 0.81314 0.13904  -0.2926


Formula: C4H5N3O
Source: the Open Molecules 2025 dataset
Level of theory: wB97M-V/def2-TZVPD

The highest occupied orbital energy (alpha / beta) is -8.9083 / -8.9083 eV. The frontier orbital gap (alpha / beta) is 8.51 / 8.51 eV. The calculation puts the LUMO energy (alpha / beta) at -0.402 / -0.402 eV.

Each line ends with the Mulliken charge.
CARTESIAN COORDINATES (ANGSTROEM)
C -1.52332 -0.50372 0.45645  -0.8188
N -0.62820 0.54984 -0.03472  -0.2319
C 0.53084 1.26217 0.83827  0.0812
C 0.92333 0.32758 -0.57460  0.8002
N 1.13763 0.75138 -1.76868  -0.8376
C 1.48642 -0.89765 -0.03238  0.1985
O 0.48064 1.30208 2.01191  -0.3900
N 1.94291 -1.87994 0.36079  -0.3935
H -0.99520 1.14031 -0.77976  0.3881
H 1.87014 0.23511 -2.24298  0.2405
H -1.71356 -1.23599 -0.32913  0.3158
H -1.04858 -0.98947 1.30824  0.3185
H -2.46304 -0.06170 0.78660  0.3290


Formula: C4H5N3O
Source: the Open Molecules 2025 dataset
Level of theory: wB97M-V/def2-TZVPD

The net charge is +2. The highest occupied orbital energy is -18.7100 eV. The frontier orbital gap is 7.60 eV. The calculation puts the LUMO energy at -11.108 eV.

Each line ends with the Mulliken charge.
CARTESIAN COORDINATES (ANGSTROEM)
C 0.22335 1.84190 0.13429  0.1384
C 1.17944 1.98975 2.38217  0.5044
C -0.25026 -0.40593 -0.05358  -0.2252
C -0.21571 -2.63628 -1.14003  -0.0289
N 0.61576 1.76883 1.32429  0.0005
N -0.27214 0.76740 -0.62787  -0.0516
N -0.67784 -1.54819 -0.58946  -0.0346
O 1.76227 2.02566 3.33373  -0.0417
H 0.23002 2.86084 -0.39457  0.3884
H -0.82724 -3.44140 -1.28747  0.2999
H 0.82493 -2.87578 -1.55922  0.2845
H -0.92505 1.26994 -1.38322  0.4043
H -1.66753 -1.61674 -0.13905  0.3615


Calculated largest force on an atom (eV Å⁻¹), listed in the same order as above: 6.30 7.50 4.41 2.01 6.86 2.96 8.43 0.74 3.81
Calculated energy above the lowest of the compared OMol25 structures with the same formula, charge and spin (kJ/mol), listed in the same order as above: 751.1 535.5 760.8 164.8 526.3 233.6 794.1 503.0 285.7
Calculated electronic energy (Ha), listed in the same order as above: -394.681496 -394.763592 -394.677781 -394.904804 -394.767096 -394.878583 -394.665113 -394.775994 -394.061150